A structure of composition C2H4N2O2 in a non-equilibrium geometry. Source: the OMol25 dataset; level of theory: ωB97M-V with the def2-TZVPD basis set.

Structure (XYZ):
```
10
Properties=species:S:1:pos:R:3:forces:R:3
C -0.12097 0.71367 -0.11183 -4.5 0.9 1.6
C 1.28631 0.76700 -0.09969 1.8 -2.4 0.5
H -2.46006 -1.19651 0.37586 -0.4 1.0 -0.3
H -0.57682 1.84837 0.33086 0.5 -3.7 -1.8
H 1.85518 1.76097 -0.13578 -0.8 -2.0 0.4
H 0.15378 -1.17133 -0.27709 0.7 -2.3 -0.1
N -0.83738 -0.47908 -0.19633 -1.9 7.4 0.1
N 1.90203 -0.42307 0.15827 -1.2 0.6 -1.7
O -2.31268 -0.28268 0.03280 2.8 -1.5 0.2
O 1.11062 -1.53733 -0.07706 3.1 2.1 1.0
```
Forces are in eV/Å.

Output
Charge ... 0
LUMO level ... -0.62 eV
HOMO ... -9.74 eV
Electronic energy ... -338.38037 hartree
Relative energy (zero: lowest compared OMol25 entry of this formula, charge and spin) ... 7.4239 eV

Here are the Löwdin charges for atoms 1 to 5, given in e: -0.087, -0.167, 0.103, 0.199, 0.129